1.
The molecule C5H10FN in a non-equilibrium geometry. Source: the Open Molecules 2025 dataset; level of theory: ωB97M-V with the def2-TZVPD basis set.

The value obtained for the largest force on an atom is 4.2 eV Å⁻¹. The value obtained for the energy relative to the best compared isomer or geometry (same formula, charge and spin) is 385.4 kJ/mol. Its gap between HOMO and LUMO is 9.99 eV. The SMILES is C[C@H]1N(F)C1(C)C.

```
! wB97M-V def2-TZVPD RIJCOSX def2/J DEFGRID3
* xyz 0 1
C -0.859 -0.753 -0.455
C -0.198 0.526 -0.034
C -0.202 -2.040 -0.094
C -0.510 1.815 -0.681
C 0.831 0.428 1.039
N -1.543 -0.324 0.766
F -2.790 0.274 0.465
H -1.478 -0.767 -1.322
H -0.624 -2.939 -0.519
H -0.422 -2.082 0.954
H 0.868 -2.271 -0.446
H -0.555 2.662 -0.018
H -1.287 1.914 -1.450
H 0.415 2.140 -1.174
H 0.459 0.385 2.018
H 1.464 1.346 1.034
H 1.522 -0.473 0.745
*
```

natural (NBO) population analysis, charges in e, atoms 1 to 6:
1. C -0.1452
2. C 0.1256
3. C -0.6452
4. C -0.6532
5. C -0.6428
6. N -0.0409

---

2.
A cluster of 3 separate species, C5H10FN2 in total in a non-equilibrium geometry. Source: the Open Molecules 2025 dataset; level of theory: ωB97M-V with the def2-TZVPD basis set.

The value obtained for the largest force on an atom is 4.7 eV Å⁻¹. The value obtained for the energy relative to the best compared isomer or geometry (same formula, charge and spin) is 511.6 kJ/mol. Its gap between HOMO and LUMO is 10.50 eV.

```
! wB97M-V def2-TZVPD RIJCOSX def2/J DEFGRID3
* xyz 1 1
C 2.986 -0.331 -0.930
C 1.872 -0.040 -0.154
C -0.786 1.777 -0.523
C -0.104 -1.088 1.707
C -0.403 1.041 0.618
N 2.199 -1.348 -0.746
N -0.816 -0.154 0.907
F -2.330 -1.010 -1.873
H 3.864 0.028 -1.433
H -1.631 1.186 -1.053
H -1.092 2.706 -0.226
H -0.003 1.999 -1.248
H 0.934 -0.996 1.409
H -0.187 -0.983 2.882
H -0.405 -2.164 1.404
H 0.445 1.495 1.118
H -3.057 -1.564 -2.072
H -1.484 -0.553 0.212
*
```

natural (NBO) population analysis, charges in e, atoms 1 to 6:
1. C 0.0056
2. C 0.0314
3. C -0.7115
4. C -0.4567
5. C 0.3291
6. N -0.2253

---

3.
A structure of composition C5H10FNO in a non-equilibrium geometry. Source: the Open Molecules 2025 dataset; level of theory: ωB97M-V with the def2-TZVPD basis set.

The value obtained for the largest force on an atom is 4.9 eV Å⁻¹. The value obtained for the energy relative to the best compared isomer or geometry (same formula, charge and spin) is 742.5 kJ/mol. Its gap between HOMO and LUMO is 8.77 eV.

```
! wB97M-V def2-TZVPD RIJCOSX def2/J DEFGRID3
* xyz 0 1
C 0.479 -0.950 1.106
C -0.061 -0.132 -0.086
C 1.034 0.966 -0.200
C -1.824 -0.628 -0.963
C -1.529 0.268 0.180
H -0.357 -1.562 1.566
H 1.272 -1.665 0.977
H 0.585 0.135 1.715
H 0.516 1.587 -0.812
H 0.993 1.391 0.841
H 2.961 1.553 -0.824
H 2.599 -0.911 -0.042
H -2.332 -1.538 -0.615
H -2.389 0.103 -1.863
H -1.944 -0.117 1.204
N 2.215 0.623 -0.867
O -0.341 -0.778 -1.392
F -1.877 1.656 0.077
*
```

natural (NBO) population analysis, charges in e, atoms 1 to 6:
1. C -0.6308
2. C 0.2136
3. C -0.2694
4. C -0.1190
5. C 0.1406
6. H 0.2084

---

4.
The molecule C5H10FNO in a non-equilibrium geometry. Source: the Open Molecules 2025 dataset; level of theory: ωB97M-V with the def2-TZVPD basis set.

The value obtained for the largest force on an atom is 2.4 eV Å⁻¹. The value obtained for the energy relative to the best compared isomer or geometry (same formula, charge and spin) is 79.1 kJ/mol. Its gap between HOMO and LUMO is 10.18 eV. The SMILES is N[C@H]1C[C@@]1(CO)CF.

```
! wB97M-V def2-TZVPD RIJCOSX def2/J DEFGRID3
* xyz 0 1
C 0.288 -1.053 -0.463
C -0.163 -0.984 1.029
C -0.065 0.240 0.211
C -1.365 0.959 -0.266
C 1.054 1.165 0.555
H 1.971 -0.902 -1.557
H 1.913 -2.217 -0.633
H -0.416 -1.376 -1.226
H -1.177 -1.348 1.239
H 0.590 -1.186 1.780
H -1.137 1.491 -1.205
H -1.638 1.703 0.505
H -3.213 0.368 -0.586
H 1.981 0.666 0.798
H 0.759 1.770 1.425
N 1.690 -1.279 -0.657
O -2.351 -0.058 -0.453
F 1.277 2.041 -0.496
*
```

natural (NBO) population analysis, charges in e, atoms 1 to 6:
1. C -0.0590
2. C -0.4222
3. C -0.1405
4. C -0.0455
5. C 0.0647
6. H 0.3604

---

5.
A structure of composition C5H10FeO3 in a non-equilibrium geometry. Source: the Open Molecules 2025 dataset; level of theory: ωB97M-V with the def2-TZVPD basis set.

The value obtained for the largest force on an atom is 3.9 eV Å⁻¹. The value obtained for the energy relative to the best compared isomer or geometry (same formula, charge and spin) is 25.9 kJ/mol. Its gap between HOMO and LUMO (spin up / spin down) is 6.88 / 4.96 eV.

```
! wB97M-V def2-TZVPD RIJCOSX def2/J DEFGRID3
* xyz 0 7
O 2.372 1.121 -0.322
C 2.733 0.035 0.439
C 1.763 -1.111 0.132
O 0.458 -0.826 0.615
C -0.688 -1.299 -0.209
C -1.884 -0.459 -0.012
O -1.433 0.933 -0.251
C -2.448 1.814 -0.656
Fe 0.156 1.168 0.982
H 3.011 0.518 1.412
H 3.668 -0.559 0.594
H 2.109 -2.037 0.622
H 1.723 -1.340 -0.947
H -0.893 -2.340 0.082
H -0.319 -1.282 -1.247
H -2.187 -0.491 1.056
H -2.004 2.809 -0.799
H -2.895 1.465 -1.600
H -3.241 1.881 0.108
*
```

natural (NBO) population analysis, charges in e, atoms 1 to 6:
1. O -0.9246
2. C -0.1502
3. C -0.1006
4. O -0.6410
5. C -0.1869
6. C 0.1963

---

6.
A structure of composition C5H10IN2O4S2V in a non-equilibrium geometry. Source: the Open Molecules 2025 dataset; level of theory: ωB97M-V with the def2-TZVPD basis set.

The value obtained for the largest force on an atom is 2.7 eV Å⁻¹. Its gap between HOMO and LUMO (spin up / spin down) is 4.48 / 4.67 eV.

```
! wB97M-V def2-TZVPD RIJCOSX def2/J DEFGRID3
* xyz 1 2
C 1.532 1.577 0.607
C 2.049 0.842 -0.613
I 1.047 1.758 -2.340
C 1.758 -0.681 -0.711
S 1.318 -1.484 0.815
O 1.507 -2.865 0.606
O 2.094 -0.979 1.879
N -0.272 -1.105 1.098
S -1.257 -1.807 0.115
O -2.188 -2.669 0.741
O -0.764 -2.295 -1.124
C -2.414 -0.450 -0.467
C -1.804 0.914 -0.327
N -1.503 1.348 0.861
H 0.574 1.224 0.928
H 2.257 1.456 1.397
H 1.482 2.635 0.384
H 3.092 1.039 -0.776
H 1.019 -0.871 -1.469
H 2.665 -1.167 -1.042
H -3.419 -0.585 0.016
H -2.588 -0.599 -1.524
H -1.611 1.495 -1.217
H -1.097 2.279 0.716
V -3.478 0.992 1.445
*
```

natural (NBO) population analysis, charges in e, atoms 1 to 6:
1. C -0.6658
2. C -0.2132
3. I 0.0207
4. C -0.7526
5. S 2.3403
6. O -0.9233

---

7.
The molecule C5H10INO4 in a non-equilibrium geometry. Source: the Open Molecules 2025 dataset; level of theory: ωB97M-V with the def2-TZVPD basis set.

The value obtained for the largest force on an atom is 3.8 eV Å⁻¹. The value obtained for the energy relative to the best compared isomer or geometry (same formula, charge and spin) is 205.0 kJ/mol. Its gap between HOMO and LUMO is 8.16 eV. The SMILES is C[C@H](O)C(I)([C@H](C)O)[N+](=O)[O-].

```
! wB97M-V def2-TZVPD RIJCOSX def2/J DEFGRID3
* xyz 0 1
C -0.935 -1.480 -0.487
C -0.071 1.730 -0.080
C 0.387 -0.901 -0.945
C 0.497 0.921 1.032
C 1.098 -0.318 0.349
N 1.313 -1.391 1.298
O 1.625 -2.484 0.934
O 1.254 -1.100 2.492
O 1.172 -1.884 -1.584
O 1.496 1.565 1.689
I 3.350 -0.001 -0.132
H -1.643 -0.789 -0.036
H -0.756 -2.220 0.255
H -1.396 -1.956 -1.364
H 0.378 1.481 -1.042
H -1.074 1.546 -0.100
H 0.010 2.856 0.178
H 0.335 -0.166 -1.675
H -0.297 0.522 1.701
H 1.424 -2.562 -0.864
H 1.725 1.185 2.557
*
```

natural (NBO) population analysis, charges in e, atoms 1 to 6:
1. C -0.6495
2. C -0.6277
3. C 0.0373
4. C 0.0129
5. C 0.0827
6. N 0.4575

---

8.
The molecule C5H10IP in a non-equilibrium geometry. Source: the Open Molecules 2025 dataset; level of theory: ωB97M-V with the def2-TZVPD basis set.

The value obtained for the largest force on an atom is 3.3 eV Å⁻¹. The value obtained for the energy relative to the best compared isomer or geometry (same formula, charge and spin) is 103.6 kJ/mol. Its gap between HOMO and LUMO is 9.39 eV. The SMILES is PC1(I)CCCC1.

```
! wB97M-V def2-TZVPD RIJCOSX def2/J DEFGRID3
* xyz 0 1
C 0.723 -1.376 -0.988
C 0.679 -1.451 0.541
C 0.040 0.078 -1.167
C 0.209 -0.091 1.133
C -0.755 0.406 0.055
P -1.225 2.626 0.006
I -2.742 -0.410 -0.019
H 1.766 -1.381 -1.355
H 0.164 -2.014 -1.742
H 0.001 -2.286 0.893
H 1.646 -1.803 0.787
H 0.850 0.836 -1.134
H -0.396 0.292 -2.093
H -0.214 0.004 2.139
H 0.988 0.623 1.201
H -0.113 3.323 0.449
H -1.620 2.622 1.294
*
```

natural (NBO) population analysis, charges in e, atoms 1 to 6:
1. C -0.4119
2. C -0.4281
3. C -0.5041
4. C -0.4988
5. C -0.2096
6. P 0.2702

---

no.,E (Eh)
1,-350.9790
2,-405.4662
3,-426.0775
4,-426.3302
5,-1685.6330
6,-2644.4836
7,-849.7818
8,-835.4732